A 2-piece molecular cluster, C16H17N overall in a non-equilibrium geometry, computed with wB97M-V/def2-TZVPD.

```
34
C16H17N wB97M-V/def2-TZVPD
C -1.65444 2.56134 1.21012
C -2.18010 -0.37752 3.51137
C -1.33794 0.63673 2.96517
C -2.03404 1.31349 1.98735
C -3.36720 0.84551 1.99713
C -0.31414 -1.29862 4.73513
C -1.69912 -1.34413 4.37338
C 0.58136 -0.24623 4.24982
C 0.05334 0.60702 3.28309
N -3.41394 -0.20868 2.89174
H 0.13837 -2.10594 5.22114
H -2.21529 -2.25088 4.72331
H 1.60202 -0.19575 4.53670
H 0.70864 1.40332 2.98350
H -4.22160 -0.75284 3.21465
H -4.14277 1.33313 1.35169
H -0.98727 3.31888 1.77314
H -2.66133 3.16007 1.03675
H -1.16310 2.23437 0.23319
C 3.89413 -0.20243 -2.68251
C 0.71359 -1.25047 -4.32982
C 1.69035 -0.99967 -3.35737
C 0.95612 -0.81475 -5.59004
C 2.81272 -0.19746 -3.66588
C 1.89632 0.13814 -5.89409
C 2.81359 0.41636 -4.92506
H -0.08920 -1.91507 -4.18949
H 1.64433 -1.47789 -2.41234
H 0.42934 -1.27123 -6.40557
H 1.73045 0.82824 -6.80036
H 3.81556 -1.04217 -2.05173
H 3.96712 0.62323 -2.04656
H 3.61897 1.09500 -5.18157
H 4.77615 -0.24755 -3.43538
```

Properties
Energy above the lowest of the compared OMol25 structures with the same formula, charge and spin = 47.0 kcal per mole
Spin multiplicity = 2
Net charge = +1
F_max = 3.82 eV Å⁻¹
E_tot = -674.30396 Ha
Highest occupied orbital energy (spin up / spin down) = -10.403 / -10.403 eV

Atomic charges from the Löwdin analysis, expressed in e, are listed below: atom 1 (C): -0.0196, atom 2 (C): -0.1749, atom 3 (C): -0.1254, atom 4 (C): -0.1798, atom 5 (C): 0.0783, atom 6 (C): 0.0358, atom 7 (C): 0.0465, atom 8 (C): -0.0047, atom 9 (C): 0.0393, atom 10 (N): 0.1335, atom 11 (H): 0.0975, atom 12 (H): 0.1339, atom 13 (H): 0.1041, atom 14 (H): 0.1217, atom 15 (H): 0.1888, atom 16 (H): 0.1705, atom 17 (H): 0.1164, atom 18 (H): 0.1216, atom 19 (H): 0.1164, atom 20 (C): -0.0566, atom 21 (C): -0.0862, atom 22 (C): -0.0409, atom 23 (C): -0.1325, atom 24 (C): -0.2952, atom 25 (C): -0.0969, atom 26 (C): -0.0695, atom 27 (H): 0.0880, atom 28 (H): 0.0896, atom 29 (H): 0.1016, atom 30 (H): 0.1429, atom 31 (H): 0.0588, atom 32 (H): 0.0572, atom 33 (H): 0.1117, atom 34 (H): 0.1281

One molecule with the formula C5H7NO, computed with wB97M-V/def2-TZVPD.

```
14
C5H7NO wB97M-V/def2-TZVPD
C -1.89048 0.62881 -0.31661
C -0.45550 0.26439 -0.08075
C 0.56522 1.08017 0.19496
N 1.77175 0.37029 0.34461
C 1.56195 -0.99163 0.25069
O 2.38703 -1.86074 0.43385
C 0.08630 -1.14367 -0.12547
H -2.07562 0.97265 -1.34065
H -2.22102 1.42321 0.35964
H -2.54165 -0.23347 -0.14717
H 0.56599 2.15993 0.29634
H 2.63706 0.76311 0.68140
H -0.40854 -1.83113 0.57047
H 0.01750 -1.60193 -1.12132
```

Properties
Energy above the lowest of the compared OMol25 structures with the same formula, charge and spin = 1.4 kcal per mole
Spin multiplicity = 1
F_max = 0.39 eV Å⁻¹
E_tot = -324.72221 Ha
Highest occupied orbital energy = -8.377 eV

Atomic charges from the Löwdin analysis, expressed in e, are listed below: atom 1 (C): -0.0592, atom 2 (C): -0.2853, atom 3 (C): -0.0664, atom 4 (N): 0.0884, atom 5 (C): -0.4624, atom 6 (O): 0.0577, atom 7 (C): -0.0458, atom 8 (H): 0.0777, atom 9 (H): 0.0769, atom 10 (H): 0.0749, atom 11 (H): 0.1245, atom 12 (H): 0.1485, atom 13 (H): 0.1336, atom 14 (H): 0.1369

C13H20BrF3N2O5P2PtS as an isolated structure in a non-equilibrium geometry, computed with wB97M-V/def2-TZVPD.

```
48
C13H20BrF3N2O5P2PtS wB97M-V/def2-TZVPD
Pt 0.06431 0.61249 1.22963
C -0.33590 0.54297 4.60731
P 0.82583 1.03388 3.33683
C 2.40440 0.24881 3.67557
C 1.02833 2.82980 3.44314
C 1.66172 3.32254 2.15349
P 0.69449 2.78109 0.71019
C -0.76551 3.80182 0.54704
C 1.73564 3.15581 -0.69957
H 0.06134 0.89829 5.56196
H -0.43858 -0.53995 4.64996
H -1.30354 0.99906 4.40932
H 2.70540 0.56059 4.67888
H 3.16901 0.54597 2.96021
H 2.29598 -0.83516 3.66294
H 1.62942 3.07846 4.32025
H 0.03218 3.25422 3.59368
H 2.67526 2.92910 2.03088
H 1.73765 4.41234 2.12045
H -0.42213 4.82140 0.35163
H -1.38678 3.76314 1.43665
H -1.34354 3.44758 -0.30813
H 2.09561 4.17265 -0.50884
H 1.15904 3.12269 -1.61658
H 2.58635 2.48891 -0.79170
O 3.53534 -3.71055 -1.24540
C 2.99132 -2.67877 -0.63927
C 3.37478 -1.34548 -0.84360
C 2.69768 -0.35507 -0.18736
N 1.69471 -0.60129 0.68036
C 1.36444 -1.89234 0.87984
Br -0.08465 -2.13788 2.07920
C 1.96303 -2.95458 0.27632
H 4.21780 -3.46374 -1.88610
H 4.17438 -1.08956 -1.52534
H 2.95227 0.68051 -0.34410
H 1.64997 -3.97197 0.46226
F -2.80458 1.10188 -2.04049
C -2.17317 0.06016 -2.58961
F -2.92521 -1.01707 -2.47720
F -1.91472 0.31480 -3.85682
S -0.58301 -0.17755 -1.68790
O -1.03989 -0.54400 -0.30733
O 0.17182 -1.19456 -2.33848
O 0.01034 1.15701 -1.62230
O -3.79312 0.72181 0.96190
C -2.73984 0.98914 1.34904
N -1.67487 1.34799 1.83884
```

Properties
Energy above the lowest of the compared OMol25 structures with the same formula, charge and spin = 35.0 kcal per mole
Spin multiplicity = 1
Net charge = +2
F_max = 1.14 eV Å⁻¹
E_tot = -5066.41515 Ha
Highest occupied orbital energy = -16.161 eV

Atomic charges from the Löwdin analysis, expressed in e, are listed below: atom 1 (Pt): 1.0507, atom 2 (C): -0.2008, atom 3 (P): 0.7445, atom 4 (C): -0.1925, atom 5 (C): -0.3396, atom 6 (C): -0.3456, atom 7 (P): 0.8290, atom 8 (C): -0.1848, atom 9 (C): -0.1817, atom 10 (H): 0.0851, atom 11 (H): 0.0457, atom 12 (H): 0.0580, atom 13 (H): 0.0838, atom 14 (H): 0.0600, atom 15 (H): 0.0543, atom 16 (H): 0.1187, atom 17 (H): 0.1051, atom 18 (H): 0.1005, atom 19 (H): 0.1199, atom 20 (H): 0.0869, atom 21 (H): 0.0541, atom 22 (H): 0.0759, atom 23 (H): 0.0898, atom 24 (H): 0.0653, atom 25 (H): 0.0456, atom 26 (O): 0.1718, atom 27 (C): -0.2625, atom 28 (C): 0.0604, atom 29 (C): -0.0904, atom 30 (N): -0.1702, atom 31 (C): -0.6776, atom 32 (Br): 0.9846, atom 33 (C): 0.0234, atom 34 (H): 0.1550, atom 35 (H): 0.1440, atom 36 (H): 0.0994, atom 37 (H): 0.1469, atom 38 (F): 0.1454, atom 39 (C): -0.6791, atom 40 (F): 0.1853, atom 41 (F): 0.1861, atom 42 (S): 0.5531, atom 43 (O): -0.4801, atom 44 (O): -0.2233, atom 45 (O): -0.3671, atom 46 (O): 0.2272, atom 47 (C): -0.4381, atom 48 (N): -0.1220

C9H14CuN2O4S as an isolated structure in a non-equilibrium geometry, computed with wB97M-V/def2-TZVPD.

```
31
C9H14CuN2O4S wB97M-V/def2-TZVPD
Cu 0.06727 -0.04712 -2.21821
O 0.39460 2.67143 -3.31765
C 0.24383 1.62848 -2.85324
C 0.46281 -2.33939 -3.38302
O 0.54907 -3.43240 -3.69180
C 2.57427 -0.44615 -3.08371
O 3.65679 -0.43001 -3.43633
C -1.59054 -0.10401 -2.94118
O -2.66327 -0.28150 -3.32354
H 0.82898 -0.40594 -6.30313
H 0.80165 -1.13562 -6.11074
C -1.81449 -1.28517 3.41880
C -0.51959 -1.16176 2.67395
N -0.86476 -0.94964 1.24077
C 0.15431 -0.44212 0.47407
S 1.10124 -1.40011 -0.59588
N 0.50638 0.83300 0.63448
C -0.16699 1.79683 1.53022
C 0.83374 2.37988 2.50563
H -2.46258 -0.42829 3.24251
H -1.64117 -1.37190 4.48553
H -2.36040 -2.17166 3.10661
H 0.07480 -0.32121 3.03663
H 0.09123 -2.06511 2.80975
H -1.22274 -1.81702 0.82139
H 1.28971 1.18048 0.07246
H -0.60654 2.59809 0.91423
H -0.99522 1.30031 2.04539
H 1.55961 2.99850 1.97202
H 0.31537 3.02886 3.21704
H 1.40263 1.62030 3.05696
```

Properties
Spin multiplicity = 2
Net charge = +2
F_max = 7.88 eV Å⁻¹
E_tot = -2799.74281 Ha
Highest occupied orbital energy (spin up / spin down) = -17.873 / -17.774 eV

Atomic charges from the Löwdin analysis, expressed in e, are listed below: atom 1 (Cu): 0.0486, atom 2 (O): 0.2358, atom 3 (C): -0.0494, atom 4 (C): -0.0537, atom 5 (O): 0.1527, atom 6 (C): -0.0267, atom 7 (O): 0.1556, atom 8 (C): -0.0319, atom 9 (O): 0.2399, atom 10 (H): 0.0403, atom 11 (H): 0.0215, atom 12 (C): -0.0609, atom 13 (C): -0.2133, atom 14 (N): 0.0341, atom 15 (C): -0.7024, atom 16 (S): 1.0179, atom 17 (N): 0.0552, atom 18 (C): -0.1833, atom 19 (C): -0.0559, atom 20 (H): 0.0875, atom 21 (H): 0.0986, atom 22 (H): 0.0909, atom 23 (H): 0.1092, atom 24 (H): 0.1410, atom 25 (H): 0.1527, atom 26 (H): 0.1548, atom 27 (H): 0.1429, atom 28 (H): 0.1163, atom 29 (H): 0.0897, atom 30 (H): 0.1036, atom 31 (H): 0.0885

One molecule with the formula C4H5FN2 in a non-equilibrium geometry, computed with wB97M-V/def2-TZVPD.

```
12
C4H5FN2 wB97M-V/def2-TZVPD
C -0.50292 -1.14864 -0.74959
C 0.57465 -2.00872 -0.64131
C -0.41092 0.14442 -0.21176
C 1.55640 -1.80510 0.30982
N 0.74569 0.63169 0.11781
N 0.84156 1.74313 0.82094
F 2.76368 -2.33918 0.08548
H -1.41242 -1.45210 -1.24538
H 0.53813 -2.95616 -1.17720
H -1.33078 0.71187 -0.04013
H 1.77681 1.98161 1.10791
H 0.06527 2.07232 1.39120
```

Properties
Energy above the lowest of the compared OMol25 structures with the same formula, charge and spin = 112.4 kcal per mole
Spin multiplicity = 1
F_max = 1.95 eV Å⁻¹
E_tot = -364.62420 Ha
Highest occupied orbital energy (spin up / spin down) = -7.842 / -7.852 eV

Atomic charges from the Löwdin analysis, expressed in e, are listed below: atom 1 (C): -0.0942, atom 2 (C): -0.1527, atom 3 (C): -0.2005, atom 4 (C): -0.0714, atom 5 (N): -0.0418, atom 6 (N): 0.0385, atom 7 (F): -0.0129, atom 8 (H): 0.0998, atom 9 (H): 0.1062, atom 10 (H): 0.1172, atom 11 (H): 0.1039, atom 12 (H): 0.1077

An isolated ion of composition C5H13N2 and charge +1 in a non-equilibrium geometry, computed with wB97M-V/def2-TZVPD.

```
20
C5H13N2 wB97M-V/def2-TZVPD
C -0.41051 -1.65472 0.99406
C -0.50841 -0.22690 0.47525
C -0.95449 0.78430 1.21048
N -1.46686 0.74842 2.47721
C -0.17495 0.02131 -0.96840
C 1.35414 0.09945 -1.14168
N 1.78741 0.32254 -2.59834
H -1.33704 -2.19289 0.78890
H 0.45130 -2.16447 0.57671
H -0.29840 -1.57372 2.07351
H -0.71336 1.78667 0.85780
H -2.12183 1.45840 2.75016
H -1.66780 -0.16812 2.84506
H -0.59724 0.97973 -1.26069
H -0.46324 -0.80599 -1.61447
H 1.85436 0.84687 -0.53562
H 1.74853 -0.89133 -0.92111
H 2.23388 1.23039 -2.75486
H 2.53859 -0.33077 -2.82778
H 1.05432 0.25537 -3.30702
```

Properties
Energy above the lowest of the compared OMol25 structures with the same formula, charge and spin = 43.5 kcal per mole
Spin multiplicity = 1
Net charge = +1
F_max = 1.72 eV Å⁻¹
E_tot = -307.55233 Ha
Highest occupied orbital energy = -11.159 eV

Atomic charges from the Löwdin analysis, expressed in e, are listed below: atom 1 (C): -0.0352, atom 2 (C): -0.3241, atom 3 (C): -0.1846, atom 4 (N): 0.0857, atom 5 (C): -0.1657, atom 6 (C): -0.1186, atom 7 (N): 0.1894, atom 8 (H): 0.0903, atom 9 (H): 0.0702, atom 10 (H): 0.0736, atom 11 (H): 0.1292, atom 12 (H): 0.0981, atom 13 (H): 0.0869, atom 14 (H): 0.1155, atom 15 (H): 0.1240, atom 16 (H): 0.1362, atom 17 (H): 0.1226, atom 18 (H): 0.1699, atom 19 (H): 0.1672, atom 20 (H): 0.1695

A 2-piece molecular cluster, C3H8O2S overall, computed with wB97M-V/def2-TZVPD.

```
14
C3H8O2S wB97M-V/def2-TZVPD
O 1.82900 0.10907 1.63391
C 1.38665 0.50745 0.60815
C -0.11100 0.76020 0.45459
C -0.46406 0.92168 -1.02032
S -2.22862 0.89157 -1.15623
H 2.07116 0.79217 -0.20785
H -0.30362 1.63253 1.06662
H -0.64254 -0.01278 0.97561
H -0.04667 1.85140 -1.41004
H -0.07153 0.09591 -1.61260
H -2.38379 -0.33301 -1.70159
H 0.84731 -2.70615 0.31144
H 0.15379 -2.12436 1.48615
O -0.03610 -2.38568 0.57214
```

Properties
Energy above the lowest of the compared OMol25 structures with the same formula, charge and spin = 25.7 kcal per mole
Spin multiplicity = 2
Net charge = +1
F_max = 0.99 eV Å⁻¹
E_tot = -667.40691 Ha
Highest occupied orbital energy (spin up / spin down) = -14.876 / -14.260 eV

Atomic charges from the Löwdin analysis, expressed in e, are listed below: atom 1 (O): 0.1475, atom 2 (C): -0.2268, atom 3 (C): -0.1974, atom 4 (C): -0.4902, atom 5 (S): 1.1426, atom 6 (H): 0.1539, atom 7 (H): 0.1371, atom 8 (H): 0.0970, atom 9 (H): 0.1123, atom 10 (H): 0.1014, atom 11 (H): -0.0268, atom 12 (H): 0.0636, atom 13 (H): 0.0454, atom 14 (O): -0.0594